Density functional theory data (ωB97M-V/def2-TZVPD) for one molecule with the formula C12H16ClNO3Si in a non-equilibrium geometry.

Atoms and positions in Å:
Cl (4.23357, 2.19039, 2.98380)
O (-0.32212, 1.46176, 0.13643)
O (-0.67474, -1.10471, 1.35679)
O (0.16587, -0.93086, -1.21769)
C (4.23342, -0.72423, 0.15774)
C (4.68453, 0.31684, 0.96492)
C (2.84426, -0.94141, -0.00209)
C (2.44419, 0.88809, 1.44328)
C (3.78242, 1.12656, 1.67578)
C (1.97434, -0.03244, 0.58092)
N (-2.43939, -0.07384, -0.75731)
C (-1.58907, 1.88993, 0.43954)
C (-1.78912, -1.85027, 1.03804)
C (-0.51012, -0.39110, -2.27247)
C (-2.49044, 1.36698, -0.65986)
C (-2.81012, -0.89720, 0.43637)
C (-1.97221, -0.61891, -2.10325)
Si (0.21518, -0.09959, 0.22680)
H (4.94840, -1.43225, -0.16648)
H (5.71912, 0.65653, 0.94044)
H (2.37461, -1.77957, -0.51955)
H (1.80591, 1.62794, 1.92351)
H (-1.71678, 1.50463, 1.51003)
H (-1.53253, 3.04228, 0.52010)
H (-2.21412, -2.30645, 1.97648)
H (-1.35236, -2.67902, 0.40815)
H (-0.21955, 0.69289, -2.26192)
H (-0.20429, -1.00299, -3.12890)
H (-3.49565, 1.77623, -0.32782)
H (-2.33745, 1.69393, -1.68251)
H (-3.71942, -1.50764, 0.16919)
H (-3.08381, -0.13247, 1.17785)
H (-2.57756, -0.05552, -2.79338)
H (-2.37495, -1.67452, -2.17294)

Its SMILES is Clc1cccc([Si]23OCCN(CCO2)CCO3)c1. The total charge is 0. For the relative energy (zero: lowest compared OMol25 entry of this formula, charge and spin), the calculation gives 35.2 kcal/mol.

Density functional theory data (ωB97M-V/def2-TZVPD) for C12H16Cu2N3O as an isolated structure in a non-equilibrium geometry.

Atoms and positions in Å:
Cu (-0.54572, -3.99056, 0.15428)
Cu (-2.50281, -1.77542, 0.45600)
O (-0.40227, -1.82844, -0.07114)
H (-0.41250, -0.87698, 0.03588)
N (-3.09121, -0.96253, 3.37465)
C (-4.04944, -0.17418, 2.78041)
C (-3.39070, 0.66870, 1.89251)
C (-1.99683, 0.39510, 1.95245)
C (-1.86920, -0.58762, 2.91896)
H (-3.24106, -1.67602, 4.06564)
H (-5.11768, -0.24194, 2.88804)
H (-3.84813, 1.44407, 1.29898)
H (-1.20125, 0.79349, 1.34484)
H (-0.96969, -1.10091, 3.22395)
N (1.63063, 1.16106, 0.84348)
C (1.45820, 1.89639, 1.99719)
C (2.20592, 3.02523, 1.88129)
C (2.83360, 3.03295, 0.61999)
C (2.38488, 1.92531, -0.03876)
H (1.27458, 0.24334, 0.67902)
H (0.92427, 1.51196, 2.85089)
H (2.29662, 3.83872, 2.58611)
H (3.52260, 3.74739, 0.20560)
H (2.64439, 1.52647, -1.00772)
N (0.90458, -1.25984, -2.57130)
C (-0.03619, -1.14765, -3.57799)
C (0.66132, -1.09734, -4.74381)
C (2.06074, -1.20878, -4.49706)
C (2.14277, -1.37527, -3.13042)
H (0.66419, -1.22951, -1.58764)
H (-1.09030, -1.03864, -3.39593)
H (0.26693, -1.05165, -5.75026)
H (2.87917, -1.11683, -5.18550)
H (3.00958, -1.47002, -2.49264)

The total charge is +1. For the relative energy (zero: lowest compared OMol25 entry of this formula, charge and spin), the calculation gives 0.0 kcal/mol.

Density functional theory data (ωB97M-V/def2-TZVPD) for a 3-piece molecular cluster, C12H16F2N2O6P overall in a non-equilibrium geometry.

Atoms and positions in Å:
N (5.51349, 2.70375, -1.35069)
C (5.13553, 4.13742, -1.47290)
P (3.66809, 4.59089, -0.38265)
C (2.08068, 3.92258, -0.99738)
C (1.32886, 4.49256, -2.14591)
C (0.11516, 3.79956, -2.50923)
N (-0.47423, 2.71861, -1.95169)
C (0.18860, 2.16543, -0.90649)
C (1.42842, 2.74333, -0.42956)
H (5.26833, 2.25678, -2.23481)
H (4.99890, 2.24623, -0.59751)
H (4.98386, 4.42921, -2.53881)
H (5.99554, 4.73673, -1.06845)
H (3.91681, 3.98510, 0.88323)
H (3.58831, 6.00189, -0.27403)
H (1.71862, 5.38111, -2.69611)
H (-0.42452, 4.23003, -3.39155)
H (-0.22610, 1.25383, -0.41834)
H (1.92313, 2.24708, 0.44283)
C (-3.56141, -1.69246, 0.68790)
C (-3.33316, -0.23426, 0.94958)
O (-1.93488, -0.17316, 1.18221)
C (-1.39452, -1.19767, 0.45900)
O (-0.23398, -1.29272, 0.20013)
O (-2.33838, -2.08592, 0.06733)
F (-3.97740, 0.17231, 2.06717)
H (-3.70335, -2.26832, 1.60301)
H (-4.40967, -1.86891, 0.02889)
H (-3.59663, 0.42122, 0.11557)
C (-1.96017, -6.64330, 2.05759)
C (-1.42836, -5.50883, 1.23200)
O (-2.60474, -4.83623, 0.81951)
C (-3.52317, -5.06222, 1.80670)
O (-4.53149, -4.44343, 1.94165)
O (-3.13986, -6.07759, 2.62241)
F (-0.78151, -5.96487, 0.13419)
H (-2.22745, -7.51238, 1.45248)
H (-1.26456, -6.95704, 2.83455)
H (-0.78280, -4.81634, 1.77819)

The total charge is +1.

Density functional theory data (ωB97M-V/def2-TZVPD) for a 3-piece molecular cluster, C12H16F2NO4P2 overall in a non-equilibrium geometry.

Atoms and positions in Å:
O (-7.04339, 2.37196, 0.83913)
P (-6.98871, 1.20963, -0.26377)
O (-7.89754, -0.01475, 0.21839)
N (-5.28158, 0.61460, 0.12807)
P (-3.99887, 1.99392, -0.26914)
O (-3.22268, 1.31756, -1.51720)
O (-3.02178, 1.72417, 0.96605)
H (-7.71075, 3.00480, 0.53630)
H (-7.59998, -0.54308, 0.97611)
H (-5.11549, 0.26000, 1.07841)
H (-5.14021, -0.18136, -0.50043)
H (-3.37504, 0.37066, -1.64261)
H (-2.59918, 0.84469, 0.90700)
F (-1.88207, -1.04100, 1.77555)
C (-0.74330, -1.48864, 1.15678)
C (-0.24884, -2.72484, 1.50436)
C (0.89915, -3.17645, 0.86933)
C (1.52885, -2.38879, -0.08492)
C (1.01045, -1.14464, -0.41179)
C (-0.14158, -0.68580, 0.21143)
H (-0.75188, -3.31853, 2.25570)
H (1.30218, -4.14720, 1.12267)
H (2.42565, -2.74389, -0.57343)
H (1.50523, -0.52929, -1.15165)
H (-0.56001, 0.28353, -0.03574)
F (3.60916, 0.34862, -2.63351)
C (4.50723, 0.59701, -1.65170)
C (5.81015, 0.17393, -1.80930)
C (6.71930, 0.43799, -0.79481)
C (6.31567, 1.10523, 0.35442)
C (4.99703, 1.51555, 0.49076)
C (4.08392, 1.26490, -0.52285)
H (6.10217, -0.34986, -2.70948)
H (7.74744, 0.12056, -0.90329)
H (7.02907, 1.30414, 1.14243)
H (4.67750, 2.03101, 1.38636)
H (3.05272, 1.58367, -0.44363)

The total charge is +1.

HOMO-LUMO gap for the records above, in order: 9.3; 4.3; 8.9; 7.5 eV
LUMO level for the records above, in order: 0.88; -6.13; -4.23; -3.45 eV